[1]
Formula: C15H38N3NaO8
Source: the OMol25 dataset
Level of theory: wB97M-V/def2-TZVPD

Each line ends with the Löwdin charge.
CARTESIAN COORDINATES (ANGSTROEM)
Na 0.37304 -0.05046 0.42139  0.8671
O -2.89282 -0.92745 -1.34144  -0.2357
O 3.91253 -4.88581 -1.40059  -0.2201
O -3.74247 3.77524 -2.80046  -0.2365
O 5.03563 0.52506 5.67172  -0.0453
O 3.23609 1.44384 6.29027  -0.0842
O -2.52276 1.69776 4.25183  -0.0375
O 3.86424 0.78326 -0.52181  -0.2050
O 3.13687 -0.06904 4.88363  -0.1292
N 3.92721 -2.10960 -1.34619  -0.0503
N -2.09118 1.16629 -3.24731  -0.0811
N 3.84416 0.64583 5.59771  -0.7312
C -3.52963 -0.71130 -2.63879  -0.1719
C -3.61865 1.28271 4.91458  -0.5656
C 3.33618 -6.20697 -1.18567  -0.0729
C 4.97031 0.14320 -1.11566  -0.2296
C 4.61684 -1.01434 -2.01609  -0.2078
C -4.18243 5.07161 -2.47885  -0.1179
C 4.16626 -4.12716 -0.17947  -0.2127
C 4.11018 2.03139 0.14470  -0.0853
C -2.31813 3.64879 -2.51640  -0.1613
C -4.75203 1.26363 3.85800  -0.0348
C -3.48738 0.78481 -3.11393  -0.1841
C -1.91756 2.58452 -3.57388  -0.2137
C -3.11153 -2.26522 -0.82195  -0.0880
C 4.85333 -2.83383 -0.51866  -0.2424
C -3.31275 0.01751 5.68467  -0.0485
H -2.87026 -2.25723 0.24098  0.0796
H -5.26377 5.03452 -2.61079  0.0901
H -3.07453 -0.82335 5.03328  0.0802
H -4.95759 2.22094 3.37905  0.0726
H 3.94248 -6.89180 -0.59279  0.0860
H 5.81890 -3.09274 -0.95311  0.1262
H 5.52898 -0.24465 -0.26386  0.1198
H -1.83710 1.51809 4.89928  0.0956
H 3.87084 -0.63221 -2.71291  0.1157
H 5.15060 -2.32466 0.39812  0.1255
H -4.00475 1.45341 -2.42589  0.1109
H -3.93177 5.30928 -1.44503  0.0894
H -4.35539 0.61210 3.07936  0.0721
H 2.36295 -5.99059 -0.74509  0.0815
H -4.55672 -1.07382 -2.68102  0.1139
H -3.95089 1.04354 -4.06594  0.1203
H -4.19130 -0.42417 6.15495  0.0811
H 3.16367 2.56061 0.25490  0.0779
H 3.66304 -2.84082 -1.99089  0.0967
H 5.46330 -1.34776 -2.61645  0.1233
H -4.12729 -2.61717 -1.00215  0.0874
H -3.78282 2.06345 5.65728  0.1317
H -2.51188 0.22684 6.39381  0.0898
H 3.25643 -3.95456 0.39543  0.1183
H -5.72600 0.96499 4.24569  0.0747
H -1.72629 4.53908 -2.72900  0.1176
H -2.25822 3.31536 -1.48038  0.1234
H 3.19425 -6.60241 -2.19145  0.0842
H 5.56538 0.85902 -1.68275  0.1268
H 4.80846 -4.68033 0.50585  0.1213
H -2.90442 -1.35867 -3.25372  0.1128
H -0.86583 2.76533 -3.79585  0.1052
H -2.36515 -2.90259 -1.29605  0.0811
H -1.69435 0.68015 -4.03870  0.1057
H 4.56175 1.86946 1.12346  0.0964
H 4.78174 2.74650 -0.33039  0.0843
H -3.78286 5.79438 -3.19022  0.0881
H -2.29720 2.81846 -4.56848  0.1181

Properties
* highest occupied orbital energy: -5.923 eV
* 2S+1: 1
* energy relative to the best compared isomer or geometry (same formula, charge and spin): 0.0 kJ/mol
* orbital gap: 3.8 eV
* E_tot: -1522.46282 Ha

[2]
Formula: C15H38N4O3P
Source: the OMol25 dataset
Level of theory: wB97M-V/def2-TZVPD

Each line ends with the Löwdin charge.
CARTESIAN COORDINATES (ANGSTROEM)
P 0.55554 0.43627 -3.00801  0.9700
O -3.60789 -2.19374 1.83494  -0.0597
O 4.22751 -2.72234 0.25065  -0.0835
O -1.92595 3.07665 2.27694  -0.0639
N -2.94993 -1.51233 -2.29717  0.1413
N -2.39063 0.56463 -1.72524  0.1602
N -0.77026 -0.75431 -2.87060  -0.0881
N -3.96982 -0.93921 -1.63733  0.0656
C 0.57673 1.64951 -1.60676  -0.4236
C -1.95580 -0.57842 -2.33176  -0.3936
C 1.74573 -1.65874 -1.55356  -0.1476
C 2.09600 -0.60310 -2.69999  -0.3612
C 6.59108 -2.63127 0.72274  -0.0604
C -3.90101 4.22957 1.51875  -0.0603
C -1.60299 4.99780 0.85861  -0.0595
C 5.59955 -4.50188 -0.62720  -0.0614
C -1.48178 -1.44196 2.68046  -0.0532
C -2.44937 4.36470 1.95202  -0.4880
C 1.69068 2.72988 -1.92701  -0.1526
C -3.62588 0.30985 -1.28042  -0.0703
C -2.99055 -1.43385 2.87090  -0.4890
C 5.52141 -3.02268 -0.28387  -0.4926
C -3.54475 -0.02671 2.84048  -0.0599
H 1.07781 -1.12463 -0.84479  0.0456
H -3.10846 0.58960 3.62727  0.0895
H -1.61141 4.37915 -0.04517  0.0694
H -4.33600 5.20162 1.28137  0.0843
H -1.10035 -2.46442 2.68851  0.0825
H -3.98295 3.58590 0.63560  0.0650
H 6.56995 -4.75723 -1.05547  0.0839
H -3.33985 0.44729 1.87324  0.0530
H 1.12412 -2.47560 -1.97534  0.0571
H 2.24246 2.51473 -2.85996  0.0540
H -4.62932 -0.03602 2.96585  0.0864
H 2.35593 2.88433 -1.06028  0.0781
H 4.11164 -3.24142 1.05539  0.0942
H -4.49476 3.76523 2.30828  0.0809
H -2.96426 -2.44839 -2.68536  0.1938
H -2.39189 4.97043 2.85742  0.1433
H 2.92964 0.02689 -2.35085  0.0809
H -4.86752 -1.37271 -1.44257  0.1918
H -0.56308 5.07964 1.17899  0.0820
H 7.59086 -2.83116 0.33441  0.0841
H 0.90141 1.11830 -0.68833  0.0691
H 4.82052 -4.77132 -1.34307  0.0775
H 5.43970 -5.11549 0.26387  0.0838
H -1.96816 5.99351 0.60170  0.0845
H 2.34180 -1.21210 -3.58870  0.0700
H -0.59961 -1.66807 -3.28372  0.1205
H -0.98075 -0.87648 3.46738  0.0879
H -4.29673 0.96245 -0.71712  0.1513
H 2.65117 -2.03820 -1.05186  0.0444
H 6.51749 -1.57022 0.96719  0.0806
H -1.21061 -1.00703 1.71161  0.0686
H -0.35947 2.20532 -1.46193  0.0439
H 1.18677 3.70350 -2.09233  0.0719
H -1.97078 2.53041 1.48365  0.0631
H 6.46363 -3.18355 1.65809  0.0840
H -3.38446 -1.76286 1.00257  0.0474
H 5.63768 -2.42836 -1.19259  0.1373
H -3.23976 -1.91133 3.81949  0.1459

Properties
* highest occupied orbital energy: -11.122 eV
* 2S+1: 1
* total charge: +1
* orbital gap: 8.0 eV
* E_tot: -1380.14813 Ha

[3]
Formula: C15H39Cl6NO5
Source: the OMol25 dataset
Level of theory: wB97M-V/def2-TZVPD

Each line ends with the Mulliken spin population.
CARTESIAN COORDINATES (ANGSTROEM)
Cl -3.32088 -2.07133 -4.02511  0.0000
Cl -1.55576 0.09332 -5.95201  0.0000
Cl 1.12890 -1.26613 -1.62150  0.0007
Cl 3.65340 1.36796 -3.15126  0.0000
Cl -1.81648 -3.09549 -0.98482  0.0000
Cl 5.13175 3.45273 -0.97619  0.0002
O -3.69162 -0.30280 1.14948  0.0011
O 0.61715 -7.16761 0.74758  0.0000
O -0.04533 -1.47988 3.80592  0.0001
O 2.00697 1.32609 1.49042  -0.0036
O -0.60343 2.33286 -1.98576  0.0068
N -0.29669 2.56324 1.04646  0.8354
C -1.60259 -2.24761 -4.51560  0.0000
C -1.64236 2.85869 -1.04809  0.0083
C 2.93221 0.33609 1.89927  -0.0001
C 3.37189 3.26859 -1.15420  0.0009
C -3.14157 0.44669 2.24739  0.0004
C -0.09656 -2.87153 4.08411  0.0000
C 1.63785 2.21891 2.54318  0.0077
C -0.79808 -2.21519 0.17647  0.0002
C -0.16532 -0.94854 -0.42412  -0.0017
C -0.09683 3.26189 -3.00054  0.0010
C -0.95250 3.55240 0.21756  0.0294
C 3.01592 1.79742 -1.54456  -0.0017
C -0.85342 -0.86777 -4.57678  0.0001
C 0.56971 3.18663 2.07999  0.0120
C -0.71117 -6.76146 0.54800  0.0000
H 3.42303 1.11393 -0.79945  0.0001
H 3.88871 0.83733 2.04752  0.0002
H 2.94380 3.99565 -1.84429  -0.0003
H 0.61296 3.89779 -2.47146  0.0017
H -3.73716 0.34017 3.15404  0.0022
H 2.61972 -0.11765 2.83978  0.0011
H 0.19682 -1.00072 -4.83642  0.0000
H -0.83982 3.81266 -3.57734  0.0002
H -1.10262 -2.85367 -3.76007  0.0000
H 0.09472 -0.98751 4.61806  0.0000
H 0.49534 -8.10352 0.92318  0.0000
H -0.03573 3.39466 2.96218  0.0170
H -0.92807 -0.27786 -0.81973  -0.0030
H 2.49277 2.72136 2.99567  0.0013
H 0.46296 2.64094 -3.69994  -0.0001
H -0.16503 4.22925 -0.11391  0.0380
H 2.99288 -0.52430 1.23282  -0.0001
H -2.32923 3.58815 -1.47727  -0.0020
H -1.11260 -7.23428 -0.34832  0.0000
H -1.70373 4.06944 0.81458  0.0202
H -4.39795 0.21742 0.75953  0.0002
H 0.01048 -2.88681 0.46501  0.0001
H -1.45859 -7.03701 1.29200  0.0000
H 0.20785 -0.29405 0.36359  -0.0038
H -1.54992 -1.99416 0.93409  0.0005
H -0.78453 -5.68934 0.36559  0.0000
H -0.52228 -3.35690 3.20588  0.0000
H 1.94385 1.60099 -1.55836  0.0006
H 0.86713 -3.32882 4.30838  0.0000
H -2.17945 0.04825 2.56935  0.0017
H 1.09386 1.62251 3.27562  -0.0008
H 1.15739 3.99240 1.64014  0.0291
H -0.71063 -3.12299 4.94885  0.0000
H -3.01360 1.50949 2.04201  -0.0002
H 2.94941 3.57791 -0.19820  0.0006
H -2.20020 1.98561 -0.70951  -0.0013
H -1.01685 -0.30225 -3.65941  -0.0001
H 0.26825 1.91790 0.51311  -0.0003
H -1.60903 -2.76985 -5.47232  0.0000

Properties
* highest occupied orbital energy (spin up / spin down): -11.860 / -11.860 eV
* 2S+1: 2
* total charge: +1
* orbital gap (spin up / spin down): 9.1 / 3.8 eV
* <S²>: 0.75
* E_tot: -3786.58372 Ha

Question: The lowest E_tot belongs to which entry?
Answer: C15H39Cl6NO5